[1]
The following is a quantum chemistry calculation of C5H7N3O2 in the gas phase at a distorted geometry, from OMol25.

Last column: natural (NBO) charge in e.
Element x y z (Å)
H: 1.152 -0.610 2.534  0.3425
N: 1.246 -1.155 1.685  -0.5585
C: 0.902 -0.507 0.672  0.1479
C: 0.981 -0.949 -0.712  -0.0968
N: 0.632 -2.135 -1.064  -0.0524
N: -0.119 -2.967 -1.429  0.3194
O: -0.123 -4.128 -1.731  -0.3714
C: 0.561 0.943 0.711  0.5532
O: 1.424 1.735 0.638  -0.5264
C: -0.859 1.242 0.890  -0.5038
C: -1.173 1.535 -0.643  -0.6064
H: 1.332 -0.284 -1.506  0.2214
H: -1.483 0.364 1.291  0.2250
H: -0.801 2.010 1.510  0.2272
H: -1.767 0.721 -1.147  0.2284
H: -1.732 2.446 -0.620  0.2308
H: -0.173 1.738 -1.079  0.2197

Output
* total charge: 0
* SMILES: [H]/N=C(/C=N\N=O)C(=O)CC
* maximum force: 5.47 eV/Å
* spin multiplicity: 1
* HOMO (alpha / beta): -0.3196 / -0.3197 Ha
* frontier orbital gap (alpha / beta): 8.1412 / 8.1456 eV
* relative energy (zero: lowest compared OMol25 entry of this formula, charge and spin): 149.35 kcal/mol

***

[2]
The following is a quantum chemistry calculation of C20H28N4O5S in the gas phase at a distorted geometry, from OMol25.

Last column: natural (NBO) charge in e.
Element x y z (Å)
C: 1.411 -0.943 1.463  -0.6400
C: 0.630 0.005 2.321  -0.0287
C: 1.191 0.540 3.473  -0.1952
C: 0.495 1.439 4.262  -0.1881
C: -0.790 1.788 3.901  -0.3251
S: -1.683 2.964 4.910  2.3070
O: -3.095 2.798 4.705  -0.9387
O: -1.183 2.889 6.252  -0.9443
N: -1.129 4.416 4.241  -0.6589
C: -1.145 5.523 5.171  -0.4260
C: -1.765 4.702 2.974  -0.4296
C: -1.387 1.263 2.774  -0.2142
C: -0.674 0.382 1.968  0.2133
N: -1.258 -0.152 0.810  -0.6604
C: -2.136 0.498 0.008  0.6726
O: -2.512 1.636 0.162  -0.5858
C: -2.645 -0.379 -1.152  -0.3198
N: -1.612 -0.749 -2.095  -0.4658
C: -1.613 -0.263 -3.426  0.7978
O: -2.419 0.498 -3.880  -0.5940
N: -0.562 -0.851 -4.033  -0.6241
C: 0.197 -1.732 -3.173  0.0414
C: 0.199 -3.182 -3.684  -0.4132
C: 1.362 -3.564 -4.600  -0.4045
C: 2.595 -4.035 -3.829  -0.3924
C: 3.381 -2.919 -3.148  -0.3902
C: 2.559 -2.062 -2.188  -0.4206
C: 1.590 -1.128 -2.913  -0.3974
C: -0.623 -1.650 -1.890  0.7212
O: -0.423 -2.268 -0.864  -0.6302
H: 2.403 -1.102 1.878  0.2229
H: 1.518 -0.546 0.454  0.2180
H: 0.912 -1.908 1.385  0.2291
H: 2.194 0.252 3.750  0.2133
H: 0.919 1.863 5.157  0.2415
H: -2.150 5.942 5.299  0.1822
H: -0.473 6.302 4.810  0.2028
H: -0.791 5.149 6.128  0.2384
H: -2.841 4.870 3.089  0.1978
H: -1.303 5.588 2.540  0.2068
H: -1.612 3.858 2.305  0.2226
H: -2.402 1.535 2.537  0.2616
H: -0.924 -1.065 0.507  0.4374
H: -3.098 -1.285 -0.738  0.2253
H: -3.387 0.195 -1.713  0.2711
H: -0.328 -0.670 -4.994  0.4218
H: 0.201 -3.845 -2.816  0.2266
H: -0.748 -3.335 -4.208  0.2239
H: 1.624 -2.734 -5.258  0.1926
H: 1.028 -4.387 -5.234  0.2192
H: 2.281 -4.764 -3.079  0.1971
H: 3.266 -4.548 -4.522  0.2105
H: 4.204 -3.374 -2.592  0.2120
H: 3.824 -2.271 -3.909  0.1912
H: 2.013 -2.691 -1.486  0.2220
H: 3.252 -1.449 -1.607  0.2161
H: 2.019 -0.830 -3.872  0.2103
H: 1.444 -0.214 -2.331  0.2198

Output
* total charge: 0
* SMILES: Cc1ccc(S(=O)(=O)N(C)C)cc1NC(=O)CN1C(=O)NC2(CCCCCC2)C1=O
* maximum force: 1.04 eV/Å
* spin multiplicity: 1
* HOMO: -0.3237 Ha
* frontier orbital gap: 9.2656 eV
* relative energy (zero: lowest compared OMol25 entry of this formula, charge and spin): 10.62 kcal/mol

***

[3]
The following is a quantum chemistry calculation of a molecular structure, C30H27ClN5RuS3Sb at a distorted geometry, from OMol25.

Last column: natural (NBO) charge in e.
Element x y z (Å)
Ru: 0.501 0.222 0.040  0.7686
S: -1.896 -0.062 -0.185  -0.6076
Sb: -2.104 -0.444 2.231  0.9963
S: -0.068 -2.013 2.276  -0.2470
S: -0.950 1.498 2.828  -0.9201
N: 6.056 -5.740 -6.175  -0.2480
C: 5.354 -5.138 -5.498  0.2503
C: 4.481 -4.373 -4.687  -0.1531
C: 3.129 -4.703 -4.602  -0.1480
C: 2.282 -3.939 -3.822  -0.2112
C: 2.760 -2.827 -3.133  -0.0030
C: 4.110 -2.500 -3.238  -0.2247
C: 4.972 -3.271 -3.987  -0.1413
C: 1.866 -1.957 -2.341  0.1862
C: 1.263 -2.471 -1.182  0.1400
C: 1.312 -3.850 -0.725  -0.2626
C: 0.498 -3.979 0.333  -0.1079
C: -0.155 -2.659 0.562  -0.2538
N: 0.482 -1.766 -0.350  -0.3123
C: 1.641 -0.656 -2.833  0.0735
C: 2.089 -0.148 -4.090  -0.1587
C: 1.541 1.105 -4.231  -0.2809
C: 0.792 1.339 -3.061  0.1177
N: 0.858 0.301 -2.228  -0.4563
H: 2.749 -5.544 -5.163  0.2436
H: 1.233 -4.183 -3.773  0.2302
H: 4.485 -1.630 -2.722  0.2232
H: 6.020 -3.018 -4.055  0.2404
H: 1.918 -4.611 -1.176  0.2434
H: 0.291 -4.846 0.930  0.2465
H: -1.234 -2.737 0.341  0.3078
H: 2.708 -0.680 -4.785  0.2444
H: 1.649 1.780 -5.056  0.2479
H: 0.186 2.199 -2.831  0.2262
Cl: 3.152 5.072 -0.922  0.0506
C: 1.642 4.280 -0.709  -0.0814
C: 0.446 4.942 -0.969  -0.1662
C: -0.730 4.266 -0.701  -0.2342
C: -0.682 2.971 -0.215  0.0671
N: 0.466 2.313 -0.023  -0.4230
C: 1.608 2.965 -0.264  0.0073
H: 0.446 5.951 -1.352  0.2464
H: -1.686 4.733 -0.881  0.2453
H: -1.602 2.446 0.020  0.2636
H: 2.530 2.424 -0.086  0.2264
C: 2.466 2.491 3.065  -0.4399
N: 2.559 1.469 4.119  -0.3360
C: 3.933 1.373 4.638  -0.4228
C: 2.014 0.149 3.648  -0.3165
C: 2.737 -0.363 2.431  -0.0121
C: 3.867 -1.150 2.660  -0.2406
C: 4.661 -1.587 1.621  -0.2160
C: 4.375 -1.171 0.334  -0.2229
C: 3.248 -0.398 0.099  -0.2317
C: 2.353 -0.049 1.117  -0.2399
H: 2.754 3.463 3.458  0.2245
H: 1.441 2.531 2.696  0.2689
H: 3.133 2.221 2.249  0.2310
H: 1.943 1.768 4.883  0.4374
H: 4.604 1.065 3.838  0.2409
H: 3.989 0.639 5.439  0.2300
H: 4.255 2.340 5.017  0.2291
H: 0.954 0.308 3.435  0.2995
H: 2.102 -0.566 4.468  0.2226
H: 4.109 -1.451 3.669  0.2114
H: 5.503 -2.234 1.805  0.2241
H: 5.007 -1.472 -0.488  0.2120
H: 3.074 -0.062 -0.921  0.1954

Output
* total charge: +1
* maximum force: 3.38 eV/Å
* spin multiplicity: 2
* HOMO (alpha / beta): -0.3645 / -0.3637 Ha
* frontier orbital gap (alpha / beta): 4.8822 / 4.8061 eV
* relative energy (zero: lowest compared OMol25 entry of this formula, charge and spin): 36.97 kcal/mol
* expectation value of S²: 0.766

***

[4]
The following is a quantum chemistry calculation of 2 unconnected molecules or ions with the total composition C5H8O2 at a distorted geometry, from OMol25.

Last column: natural (NBO) charge in e.
Element x y z (Å)
O: -3.233 0.766 0.233  -0.7348
C: -2.334 -0.391 0.568  -0.0920
C: -0.924 -0.414 -0.157  -0.1051
O: 0.087 0.647 0.241  -0.4749
C: 1.209 0.256 -0.391  0.3566
C: 2.621 0.245 -0.175  -0.3809
C: 3.443 1.301 0.317  -0.2157
H: -2.782 1.672 0.292  0.4865
H: -2.861 -1.443 0.358  0.2170
H: -2.105 -0.395 1.646  0.1892
H: -1.051 -0.239 -1.224  0.1950
H: -0.380 -1.392 -0.018  0.2070
H: 0.957 -0.223 -1.325  0.1546
H: 2.783 -1.385 -0.730  0.0437
H: 4.570 0.996 0.366  0.1537

Output
* total charge: 0
* maximum force: 3.57 eV/Å
* spin multiplicity: 1
* HOMO (alpha / beta): -0.2968 / -0.2968 Ha
* frontier orbital gap (alpha / beta): 7.0156 / 7.0167 eV
* relative energy (zero: lowest compared OMol25 entry of this formula, charge and spin): 211.34 kcal/mol